(1)
This record from the OMol25 dataset describes a structure of composition C3H7NP2 at a distorted geometry. The level of theory is ωB97M-V/def2-TZVPD.

The energy relative to the best compared isomer or geometry (same formula, charge and spin) is 146.59 kJ/mol. The expectation value of S² is 2.01. For the frontier orbital gap (alpha / beta), the calculation gives 7.23 / 6.02 eV. Its LUMO energy (alpha / beta) is 0.09 / -1.15 eV. The value obtained for the HOMO energy (alpha / beta) is -0.2623 / -0.2635 Ha. Its calculated total energy is -855.746926 Eh.

Geometry as ORCA input:
```
! wB97M-V def2-TZVPD RIJCOSX def2/J DEFGRID3
* xyz 0 3
C -0.147 0.795 -0.741
C -0.854 1.000 0.489
C 0.108 -1.763 -0.677
N 0.021 0.166 1.318
P 2.656 1.132 0.394
P 1.101 -0.232 -0.009
H -0.153 1.074 -1.840
H -0.829 2.186 0.632
H -2.001 0.643 0.539
H -0.606 -1.591 0.147
H 0.524 -2.744 -0.687
H -0.258 -1.398 -1.626
H 0.438 0.732 2.062
*
```

=====

(2)
This record from the OMol25 dataset describes an isolated molecule of C16H27N5O. The level of theory is ωB97M-V/def2-TZVPD.

For the frontier orbital gap, the calculation gives 9.21 eV. As for the SMILES: CCOc1nc(NC2CCCC2)nc(N2CCC(C)CC2)n1. Its LUMO energy is 0.87 eV. The value obtained for the HOMO energy is -0.3066 Ha. Its calculated total energy is -974.964977 Eh.

Geometry as ORCA input:
```
! wB97M-V def2-TZVPD RIJCOSX def2/J DEFGRID3
* xyz 0 1
C -6.016 0.198 -0.824
C -4.634 0.607 -0.344
O -3.759 -0.496 -0.533
C -2.493 -0.316 -0.165
N -2.133 0.854 0.342
C -0.837 0.934 0.681
N -0.441 2.108 1.196
C 0.895 2.400 1.645
C 1.531 3.546 0.825
C 2.059 4.551 1.849
C 1.099 4.399 3.025
C 0.908 2.887 3.110
N 0.051 -0.043 0.546
C -0.431 -1.175 0.021
N 0.415 -2.204 -0.121
C 1.825 -2.063 0.163
C 2.652 -2.859 -0.851
C 1.975 -2.801 -2.221
C 2.870 -3.376 -3.314
C 0.636 -3.552 -2.153
C 0.014 -3.436 -0.751
N -1.704 -1.358 -0.353
H -6.711 1.022 -0.692
H -6.367 -0.661 -0.259
H -5.978 -0.074 -1.876
H -4.648 0.879 0.718
H -4.257 1.469 -0.907
H -1.151 2.818 1.277
H 1.446 1.465 1.532
H 0.759 4.010 0.209
H 2.314 3.183 0.162
H 3.067 4.275 2.162
H 2.088 5.566 1.456
H 1.493 4.822 3.948
H 0.152 4.890 2.798
H -0.008 2.603 3.626
H 1.749 2.438 3.637
H 2.036 -2.405 1.185
H 2.061 -0.998 0.108
H 3.657 -2.439 -0.903
H 2.743 -3.902 -0.539
H 1.776 -1.749 -2.450
H 2.356 -3.359 -4.273
H 3.786 -2.797 -3.405
H 3.137 -4.406 -3.086
H -0.047 -3.141 -2.896
H 0.790 -4.607 -2.386
H 0.348 -4.265 -0.117
H -1.074 -3.442 -0.802
*
```

=====

(3)
This record from the OMol25 dataset describes a cluster of 10 separate species, C16H31N3O24 in total at a distorted geometry. The level of theory is ωB97M-V/def2-TZVPD.

The energy relative to the best compared isomer or geometry (same formula, charge and spin) is 585.51 kJ/mol. For the frontier orbital gap, the calculation gives 1.82 eV. Its LUMO energy is 2.33 eV. The value obtained for the HOMO energy is 0.0187 Ha. Its calculated total energy is -2597.972929 Eh.

Geometry as ORCA input:
```
! wB97M-V def2-TZVPD RIJCOSX def2/J DEFGRID3
* xyz -4 1
C 9.649 1.185 6.340
C 10.985 0.781 6.890
O 12.048 0.735 6.154
N 11.046 0.432 8.386
H 11.056 1.325 8.857
H 10.157 0.059 8.687
C 12.171 -0.545 8.762
H 9.571 1.808 5.449
H 9.154 1.912 6.984
H 8.979 0.330 6.254
H 12.167 -1.427 8.121
H 11.997 -0.677 9.829
H 13.112 -0.008 8.637
C 8.231 -4.545 -0.211
C 7.214 -3.610 0.330
O 7.479 -2.653 1.042
N 5.807 -4.090 0.043
H 5.768 -5.014 -0.363
H 5.312 -4.261 0.907
C 5.005 -3.074 -0.736
H 8.385 -4.463 -1.287
H 7.879 -5.574 -0.151
H 9.186 -4.375 0.287
H 5.304 -3.187 -1.778
H 5.126 -2.031 -0.445
H 3.964 -3.374 -0.614
C 11.718 -7.789 4.201
C 11.092 -6.784 5.108
O 11.441 -5.591 5.152
N 10.061 -7.260 6.155
H 9.521 -8.040 5.809
H 10.565 -7.592 6.965
C 9.061 -6.134 6.542
H 10.944 -8.430 3.780
H 12.371 -8.494 4.715
H 12.269 -7.380 3.354
H 9.594 -5.235 6.853
H 8.341 -6.522 7.262
H 8.531 -5.819 5.644
O 5.120 0.600 9.101
C 5.311 -0.320 10.035
O 4.289 -0.703 10.677
O 6.397 -0.791 10.226
H 4.286 0.956 9.416
O 6.065 -10.364 9.866
C 6.580 -11.185 10.790
O 6.368 -10.943 11.998
O 7.445 -11.924 10.354
H 6.468 -10.892 9.173
O 12.604 -7.972 12.925
C 12.302 -7.524 11.692
O 12.022 -6.327 11.585
O 12.363 -8.373 10.811
H 12.655 -8.819 12.475
O 19.685 -6.251 2.158
C 19.635 -7.542 2.095
O 20.700 -8.165 2.119
O 18.525 -8.143 1.927
H 20.641 -6.211 2.236
O 5.545 -11.486 2.446
C 5.967 -10.524 3.226
O 6.652 -10.916 4.194
O 5.804 -9.348 2.899
H 5.629 -12.199 3.083
O 2.662 -6.055 6.188
C 2.190 -4.863 5.774
O 2.657 -4.378 4.712
O 1.242 -4.370 6.370
H 3.205 -6.284 5.430
O 15.601 -4.751 -0.387
C 15.262 -4.622 -1.649
O 14.350 -3.767 -1.948
O 15.815 -5.225 -2.558
H 16.408 -5.263 -0.486
*
```

=====

(4)
This record from the OMol25 dataset describes a cluster of 2 separate species, C11H15N in total at a distorted geometry. The level of theory is ωB97M-V/def2-TZVPD.

The energy relative to the best compared isomer or geometry (same formula, charge and spin) is 79.44 kJ/mol. For the frontier orbital gap, the calculation gives 8.64 eV. As for the SMILES: Cc1c[nH]c2ccccc12.CC. Its LUMO energy is 0.89 eV. The value obtained for the HOMO energy is -0.2848 Ha. Its calculated total energy is -482.884919 Eh.

Geometry as ORCA input:
```
! wB97M-V def2-TZVPD RIJCOSX def2/J DEFGRID3
* xyz 0 1
C -1.038 -2.484 -1.169
C -0.197 -1.794 -0.149
C 1.180 -1.598 -0.225
N 1.577 -0.786 0.829
C 0.483 -0.501 1.612
C 0.436 0.026 2.910
C -0.788 0.022 3.533
C -1.975 -0.341 2.867
C -1.878 -0.926 1.619
C -0.630 -1.057 0.960
H -0.460 -3.287 -1.617
H -1.427 -1.856 -1.973
H -1.957 -2.782 -0.650
H 1.802 -1.838 -1.063
H 2.553 -0.632 1.011
H 1.315 0.534 3.262
H -0.905 0.546 4.473
H -2.941 -0.323 3.339
H -2.760 -1.226 1.065
C 0.734 2.647 -3.304
C 1.152 2.376 -1.819
H 0.593 1.706 -3.826
H -0.223 3.162 -3.323
H 1.417 3.344 -3.785
H 0.806 3.170 -1.162
H 2.230 2.559 -1.785
H 0.900 1.342 -1.632
*
```

=====

(5)
This record from the OMol25 dataset describes a structure of composition C22H45AlNO27S at a distorted geometry. The level of theory is ωB97M-V/def2-TZVPD.

For the frontier orbital gap, the calculation gives 2.47 eV. Its LUMO energy is -9.94 eV. The value obtained for the HOMO energy is -0.4561 Ha. Its calculated total energy is -3591.531919 Eh.

Geometry as ORCA input:
```
! wB97M-V def2-TZVPD RIJCOSX def2/J DEFGRID3
* xyz 1 1
Al 2.181 -2.481 0.261
S -0.381 -0.471 -0.226
O 0.606 -0.085 0.767
O -0.789 -1.831 0.070
O -1.473 0.470 -0.379
O 0.343 -0.631 -1.473
C 1.116 -0.628 -4.396
O 2.478 -0.997 -4.675
C 3.177 -1.650 -3.793
O 2.891 -1.941 -2.604
O 4.359 -1.865 -4.335
C 5.384 -2.492 -3.609
H 0.697 -0.157 -5.285
H 0.963 0.049 -3.557
H 0.438 -1.465 -4.227
H 5.496 -2.056 -2.615
H 6.338 -2.301 -4.096
H 5.134 -3.546 -3.485
C -1.297 2.648 1.555
O -1.644 3.767 2.335
C -1.625 3.712 3.703
O -1.320 2.716 4.405
O -1.877 4.953 4.156
C -1.968 5.242 5.521
H -1.411 2.824 0.487
H -1.974 1.858 1.882
H -0.251 2.409 1.754
H -1.500 6.184 5.801
H -1.636 4.400 6.128
H -3.026 5.378 5.752
C -2.937 1.578 -8.457
O -2.092 1.699 -7.329
C -2.669 1.504 -6.083
O -3.854 1.226 -5.926
O -1.663 1.453 -5.200
C -1.989 0.856 -3.914
H -2.262 1.276 -9.257
H -3.321 2.556 -8.751
H -3.789 0.914 -8.319
H -1.127 0.595 -3.299
H -2.602 -0.033 -4.059
H -2.389 1.598 -3.224
C 0.211 -4.715 5.055
O -0.260 -3.424 5.076
C 0.000 -2.527 4.054
O 0.585 -2.805 2.980
O -0.479 -1.425 4.520
C -0.128 -0.238 3.775
H 0.057 -5.310 4.155
H -0.276 -5.289 5.843
H 1.273 -4.702 5.305
H -1.029 -0.115 3.172
H 0.771 -0.341 3.170
H -0.121 0.641 4.418
C 5.577 -1.459 3.878
O 5.131 -0.103 3.623
C 4.034 0.102 2.998
O 3.293 -0.726 2.444
O 3.787 1.485 3.137
C 2.605 2.037 2.569
H 5.674 -2.100 3.004
H 4.867 -1.908 4.573
H 6.472 -1.433 4.499
H 2.359 1.544 1.628
H 2.708 3.082 2.278
H 1.795 1.953 3.294
C -3.614 -2.413 -1.351
O -5.029 -2.513 -1.076
C -5.487 -2.930 0.121
O -6.660 -3.155 0.376
O -4.530 -3.103 1.076
C -4.892 -3.348 2.435
H -3.082 -3.343 -1.158
H -3.232 -1.513 -0.869
H -3.593 -2.116 -2.399
H -5.545 -2.566 2.822
H -3.995 -3.327 3.052
H -5.355 -4.326 2.557
C 2.354 1.969 -1.152
O 3.684 2.059 -0.631
C 4.313 0.953 -0.336
O 3.813 -0.158 -0.313
O 5.650 1.163 -0.235
C 6.525 0.095 -0.111
H 2.116 1.089 -1.752
H 2.240 2.799 -1.848
H 1.536 1.987 -0.432
H 7.560 0.296 -0.380
H 6.213 -0.785 -0.675
H 6.492 -0.250 0.924
C -4.671 1.583 -1.846
N -5.447 2.522 -0.966
O -6.661 2.566 -1.042
O -4.782 3.248 -0.166
H -3.834 1.241 -1.240
H -4.356 2.040 -2.782
H -5.373 0.775 -2.053
*
```

=====

(6)
This record from the OMol25 dataset describes a structure of composition C19H40OP2Re at a distorted geometry. The level of theory is ωB97M-V/def2-TZVPD.

The energy relative to the best compared isomer or geometry (same formula, charge and spin) is 314.25 kJ/mol. The expectation value of S² is 3.77. For the frontier orbital gap (alpha / beta), the calculation gives 4.04 / 5.51 eV. Its LUMO energy (alpha / beta) is -8.22 / -8.22 eV. The value obtained for the HOMO energy (alpha / beta) is -0.4505 / -0.5047 Ha. Its calculated total energy is -1583.286284 Eh.

Geometry as ORCA input:
```
! wB97M-V def2-TZVPD RIJCOSX def2/J DEFGRID3
* xyz 2 4
P 3.951 2.040 -0.986
P 4.590 -0.957 -1.656
C 5.704 1.519 -1.163
C 5.779 0.411 -2.209
H 6.002 1.160 -0.161
H 6.294 2.408 -1.422
H 5.462 0.760 -3.201
H 6.789 -0.022 -2.300
C 5.775 -1.966 -0.661
H 5.284 -2.853 -0.245
H 6.201 -1.372 0.154
H 6.593 -2.297 -1.319
C 4.902 -1.906 -3.235
H 5.975 -2.123 -3.341
H 4.593 -1.327 -4.114
H 4.373 -2.868 -3.251
C 4.727 4.218 0.873
H 4.276 4.937 1.566
H 4.909 4.714 -0.088
H 5.685 3.884 1.288
C 3.346 2.400 -2.653
H 3.337 1.525 -3.326
H 3.952 3.212 -3.090
H 2.314 2.769 -2.562
Re 3.433 2.631 0.950
C -0.369 -1.980 -2.391
C 0.109 -3.036 -1.735
C 1.348 -3.835 -2.041
C 2.595 -3.392 -1.237
C 2.772 -1.893 -1.150
C 2.423 -1.072 -2.256
C 1.861 -1.388 -3.570
C 0.326 -1.243 -3.507
C 1.914 3.731 0.079
H -1.392 -1.637 -2.158
H -0.469 -3.469 -0.897
H 1.550 -3.881 -3.121
H 1.160 -4.870 -1.727
H 2.473 -3.751 -0.206
H 3.509 -3.867 -1.641
H 2.625 -1.467 -0.143
H 2.192 -0.040 -2.005
H 2.178 -2.340 -4.008
H 2.259 -0.606 -4.234
H 0.092 -0.173 -3.402
H -0.063 -1.519 -4.493
H 1.233 3.237 -0.627
H 2.288 4.652 -0.392
H 1.329 4.032 0.967
C -1.247 -1.160 1.331
C -1.299 0.300 1.227
C -1.652 0.934 -0.045
C -1.153 1.121 2.439
O 3.167 1.477 2.234
H -2.243 -1.612 1.492
H -0.621 -1.457 2.184
H -0.840 -1.627 0.420
H -2.745 1.064 -0.148
H -1.201 1.934 -0.131
H -1.325 0.338 -0.912
H -0.444 0.668 3.146
H -0.801 2.135 2.203
H -2.114 1.228 2.970
*
```

=====

(7)
This record from the OMol25 dataset describes an isolated molecule of C5H4N2 at a distorted geometry. The level of theory is ωB97M-V/def2-TZVPD.

The energy relative to the best compared isomer or geometry (same formula, charge and spin) is 403.39 kJ/mol. For the frontier orbital gap, the calculation gives 9.34 eV. As for the SMILES: N#C[C@]12C=C[C@H]1N2. Its LUMO energy is 0.25 eV. The value obtained for the HOMO energy is -0.3341 Ha. Its calculated total energy is -302.274662 Eh.

Geometry as ORCA input:
```
! wB97M-V def2-TZVPD RIJCOSX def2/J DEFGRID3
* xyz 0 1
N 2.510 -1.579 0.594
C 1.621 -0.874 0.461
C 0.566 0.021 0.174
C -0.197 1.065 0.919
C -1.419 0.775 0.295
C -0.781 -0.347 -0.466
N 0.247 0.113 -1.299
H 0.346 1.619 1.698
H -2.241 1.396 -0.083
H -1.147 -1.443 -0.533
H 0.496 -0.746 -1.761
*
```

=====

(8)
This record from the OMol25 dataset describes a structure of composition C28H33N5O11STi. The level of theory is ωB97M-V/def2-TZVPD.

The energy relative to the best compared isomer or geometry (same formula, charge and spin) is 0.00 kJ/mol. For the frontier orbital gap, the calculation gives 7.53 eV. Its LUMO energy is -0.71 eV. The value obtained for the HOMO energy is -0.3027 Ha. Its calculated total energy is -3435.958542 Eh.

Geometry as ORCA input:
```
! wB97M-V def2-TZVPD RIJCOSX def2/J DEFGRID3
* xyz 0 1
Ti 1.101 -0.094 0.704
C 0.001 -4.146 0.220
C 0.204 -2.874 0.990
O 0.097 -1.773 0.319
C 0.427 -2.911 2.345
C 0.429 -1.753 3.150
C 0.332 -1.890 4.638
N 0.481 -0.557 2.605
N 0.248 0.512 3.440
C 0.075 1.566 2.702
O 0.083 1.466 1.398
C -0.169 2.885 3.320
C -0.558 3.960 2.528
C -0.793 5.199 3.105
C -0.633 5.370 4.473
C -0.237 4.299 5.265
C -0.007 3.060 4.692
H 0.441 -4.043 -0.771
H -1.066 -4.355 0.113
H 0.462 -4.988 0.733
H 0.476 -3.869 2.840
H 0.360 -2.937 4.929
H -0.589 -1.431 4.998
H 1.155 -1.347 5.104
H -0.670 3.815 1.461
H -1.096 6.034 2.486
H -0.810 6.340 4.922
H -0.102 4.434 6.330
H 0.311 2.219 5.294
O 4.626 1.517 2.087
C 3.807 1.205 1.258
O 2.536 0.986 1.499
C 4.175 1.113 -0.221
C 3.059 1.754 -1.057
C 3.514 1.972 -2.499
C 3.524 0.520 -3.051
C 3.066 -0.279 -1.831
O 2.130 0.640 -1.198
C 4.176 -0.355 -0.776
C 3.813 -1.398 0.280
O 4.647 -2.139 0.741
O 2.532 -1.437 0.567
H 5.138 1.592 -0.366
H 2.548 2.585 -0.583
H 4.489 2.453 -2.540
H 2.805 2.599 -3.039
H 4.505 0.197 -3.392
H 2.823 0.402 -3.876
H 2.560 -1.217 -2.037
H 5.142 -0.618 -1.196
C -1.844 -3.812 -3.730
C -2.481 -3.002 -2.610
S -3.801 -2.000 -3.271
O -4.863 -2.851 -3.730
O -3.213 -1.048 -4.179
C -4.395 -1.100 -1.812
C -4.014 0.377 -1.818
N -2.571 0.604 -1.668
C -1.829 0.256 -0.590
N -0.530 0.422 -0.837
C -0.432 0.867 -2.123
C -1.676 0.982 -2.645
N -2.000 1.533 -3.927
O -1.085 1.607 -4.723
O -3.126 1.962 -4.107
C -2.435 -0.195 0.693
H -1.039 -4.426 -3.328
H -1.428 -3.152 -4.491
H -2.578 -4.467 -4.199
H -1.773 -2.304 -2.147
H -2.924 -3.635 -1.839
H -3.990 -1.611 -0.938
H -5.476 -1.229 -1.806
H -4.534 0.897 -1.014
H -4.305 0.837 -2.754
H 0.500 1.118 -2.588
H -3.467 0.143 0.778
H -1.860 0.221 1.513
H -2.400 -1.281 0.787
*
```